6
Properties=species:S:1:pos:R:3:forces:R:3:nbo_charge:R:1 method="wB97M-V/def2-TZVPD" e_lumo_ev=1.44 homo_lumo_gap_ev=11.816 energy_ev=-2137.45183 e_above_lowest_kcal_mol=10.3 total_charge=0
C -0.1966 -0.6592 0.1141 0.911 0.259 -0.767 -0.393
C 0.1839 0.5719 -0.0983 1.491 3.277 2.823 -0.364
H 0.2962 -1.3224 0.7595 0.377 -0.718 1.061 0.195
H -0.8172 -1.0490 -0.6318 -1.257 -0.895 -0.642 0.190
H -0.3490 1.2160 -0.7579 -0.209 0.150 -0.865 0.186
H 0.8826 1.2426 0.6145 -1.312 -2.074 -1.609 0.186